1.
C41H30NO5S3W as an isolated structure. Source: the Open Molecules 2025 dataset; level of theory: ωB97M-V/def2-TZVPD.

Calculated values
Spin multiplicity ... 2
LUMO energy (alpha / beta) ... -0.3 / -0.3 eV
<S²> ... 0.76
HOMO level (alpha / beta) ... -5.71 / -6.43 eV
HOMO-LUMO gap (alpha / beta) ... 5.44 / 6.13 eV

Positions of all 81 atoms, in Å:
H: 3.1907 -3.6618 2.0582
H: -1.5294 -1.4473 5.4139
C: -2.3300 1.4962 3.9126
C: 2.6699 0.6756 4.2537
C: 3.7580 -0.4254 0.7807
O: 1.2853 -2.0233 1.9756
O: 0.4173 -0.4159 -1.6300
C: 4.6782 -0.6633 4.4939
H: -4.4325 -0.3589 5.0537
H: 4.8802 -7.4803 -0.6349
H: -1.3220 1.3056 -2.6330
C: -3.6845 0.2168 5.6082
C: -0.3305 -0.4383 3.9449
W: 0.0000 0.0000 0.0000
C: 5.6861 -1.8075 2.6172
C: 6.6852 -2.3197 3.4480
H: 5.7119 -0.9436 6.3792
C: 4.9987 0.2972 -1.2455
H: 5.6128 1.3282 1.9453
H: 3.7237 0.4355 6.0971
H: 6.1747 0.9569 -2.9467
H: -1.1414 2.4856 2.4192
C: 2.1021 -3.6645 0.1841
C: 6.0392 1.0081 -1.8681
C: 2.3554 -5.6750 -1.1381
C: 4.1260 -0.4487 -2.0316
C: -4.4823 0.6479 -1.6335
C: 1.7935 -4.4048 -0.9582
C: 4.8176 0.3476 0.1610
H: 7.3984 2.5361 0.8309
S: 0.6713 3.2682 -1.2010
H: 4.1821 -5.8789 1.7317
H: -5.5221 0.7520 -1.9233
O: -1.1439 -0.7789 1.4058
H: 4.2433 -0.4824 -3.1131
N: -1.8034 0.3708 -0.8698
C: 6.9094 1.8030 -1.1291
C: 4.6591 -0.9632 3.1066
C: 3.0634 -1.1304 -1.4525
H: 3.7557 -8.1590 0.5706
H: 5.7188 -2.0810 1.5636
C: 5.6905 -1.1824 5.3172
H: 2.1096 -6.2424 -2.0333
C: 2.5919 0.3485 2.8965
C: 2.9613 -4.2136 1.1483
H: -4.9203 -0.3430 0.2417
H: 1.1127 -4.0125 -1.7078
C: -0.1901 0.6649 3.0940
C: 6.7396 1.9038 0.2416
H: -3.4486 -0.3136 6.5368
H: 1.9187 1.3117 4.7155
C: 3.2127 -6.2235 -0.1733
H: 7.4664 -2.3935 5.4500
C: 2.8665 -1.1417 -0.0589
C: 6.6885 -2.0041 4.7991
H: -3.1111 2.2519 3.8691
C: 0.3967 1.9315 -0.7098
C: -1.2076 1.6287 3.0874
S: 1.3479 -2.0186 0.4806
H: 2.3779 -1.6563 -2.1138
C: -4.1532 0.0372 -0.4266
C: 5.7113 1.1946 0.8697
C: -2.1545 0.9568 -2.0310
C: -2.4548 0.3984 4.7693
C: -2.3969 -0.7387 1.2212
O: 1.3248 2.3028 1.6693
C: 3.8263 -7.5802 -0.3570
C: -3.4643 1.1181 -2.4541
H: 3.3120 -8.1490 -1.1377
C: 3.5192 -5.4778 0.9680
H: -4.1166 1.1837 5.8856
H: 7.7051 2.3519 -1.6248
C: 3.7023 0.1750 5.0404
C: -2.8092 -0.0863 -0.0733
H: 7.4598 -2.9593 3.0339
C: -1.4481 -0.5703 4.7752
H: 0.4190 -1.2243 3.9732
O: -3.3035 -1.1821 1.9995
S: 1.1679 0.8244 1.8877
C: 3.6369 -0.3883 2.2796
H: -3.6832 1.5981 -3.3993

Atom charges from the Löwdin analysis, given in e for atoms 1 to 6: H 0.1097; H 0.1194; C -0.0307; C -0.0411; C -0.0908; O -0.4995



2.
C41H32AsN3ReS as an isolated structure. Source: the Open Molecules 2025 dataset; level of theory: ωB97M-V/def2-TZVPD.

Calculated values
Total charge ... +2
Spin multiplicity ... 2
LUMO energy (alpha / beta) ... -7.4 / -7.4 eV
<S²> ... 0.76
HOMO level (alpha / beta) ... -13.63 / -13.64 eV
HOMO-LUMO gap (alpha / beta) ... 6.25 / 6.23 eV

Positions of all 79 atoms, in Å:
C: -0.3581 3.5148 -1.2734
C: -1.9368 -0.8371 0.8032
N: -0.8041 -0.0912 0.9498
H: 2.8535 0.7665 -6.4538
C: 2.1965 -1.3457 8.1286
C: -0.2024 -3.1659 -0.4756
H: 0.9260 -0.6921 -6.9460
C: 2.1791 0.4804 -5.6580
H: -1.0885 -1.6607 3.8459
C: 3.0072 2.9547 1.9718
C: -4.2125 -0.7429 -4.0112
C: 2.4128 -3.6113 -1.3025
C: 2.5594 2.0305 2.8889
H: -4.2767 -3.9721 -2.9925
C: 2.2152 2.7873 0.8334
C: -1.2047 -1.2617 2.8522
C: -2.1737 1.9008 -1.0033
H: -1.6690 3.7267 1.8447
C: 1.0912 -0.3405 -5.9370
H: -0.0224 -0.0482 7.4325
C: 0.5060 -4.2541 0.0111
H: 2.9869 -0.9941 3.6227
H: -0.6623 0.6568 5.1530
H: -2.9778 1.8237 0.9896
H: 3.4271 -3.7883 -1.6331
C: 2.3276 -0.7882 4.4563
H: 2.2874 3.3311 -0.0957
C: 0.2702 0.1311 5.3146
H: 2.9255 1.8718 3.8898
C: 1.8129 -4.4750 -0.3981
H: -2.8893 1.1964 -1.4003
H: -1.2228 -3.0166 -0.1502
C: -1.2060 2.5208 -1.8361
H: -2.4962 -0.8202 -0.1220
As: -0.5165 -0.7479 -2.0785
C: 1.5285 0.5766 -3.3618
C: -1.5352 3.3997 0.8211
H: 0.6215 5.0305 1.4546
H: -0.6155 -1.3728 -5.1288
H: 0.0305 -4.9338 0.7053
C: -2.2456 -1.2825 -2.7290
C: -2.9968 -0.3647 -3.4647
H: 2.3607 -5.3276 -0.0206
H: 2.1884 -1.8700 -2.5151
C: -0.3411 -0.3443 2.2464
H: 0.4138 3.9444 -1.8977
C: 1.1196 -0.1299 4.2416
C: 0.4000 -2.2977 -1.3828
N: 2.4884 -1.6798 9.1869
C: -3.9240 -2.9571 -3.1150
C: 2.4113 0.9426 -4.3690
C: 0.2233 -0.7191 -4.9217
C: -2.2880 2.3393 0.3344
C: 0.1407 5.2480 0.4991
S: 1.8056 1.1436 -1.7035
H: 3.2594 1.5801 -4.1549
C: 1.4920 1.3174 2.2906
C: 1.8297 -0.9285 6.8011
C: 1.7106 -2.5234 -1.7986
Re: -0.1005 1.2119 -0.4596
C: -2.2233 -1.5549 1.9448
H: 3.8032 3.6706 2.0892
H: -2.6192 0.6315 -3.6676
H: 3.6112 -1.7161 5.9035
H: -1.1515 2.3194 -2.8982
C: -4.6807 -2.0381 -3.8266
C: -0.6036 4.0582 -0.0020
C: 0.6257 -0.2595 6.5934
C: 2.6799 -1.1949 5.7313
H: -3.0616 -2.2153 2.0909
C: 0.4564 -0.2551 -3.6358
C: 0.7523 0.2979 2.8659
H: -0.5686 6.0606 0.6766
N: 1.2888 1.8283 1.0026
H: -2.1149 -3.3184 -2.0293
C: -2.7047 -2.5851 -2.5642
H: -4.7869 -0.0340 -4.5921
H: -5.6307 -2.3333 -4.2506
H: 0.8864 5.5959 -0.2108

Atom charges from the Löwdin analysis, given in e for atoms 1 to 6: C -0.1031; C -0.1949; N -0.1393; H 0.1225; C -0.1633; C -0.1217



3.
C41H32Cl73N5O9P2S as an isolated structure. Source: the Open Molecules 2025 dataset; level of theory: ωB97M-V/def2-TZVPD.

Calculated values
LUMO energy ... -1.8 eV
HOMO level ... -8.04 eV
HOMO-LUMO gap ... 6.22 eV

Positions of all 163 atoms, in Å:
H: 4.9863 -1.9638 -0.8444
H: -3.4966 -0.6564 4.0343
C: -1.9982 -0.7330 1.2792
H: 4.0229 -1.1275 -5.7418
C: 4.9831 -0.9181 -0.3601
Cl: -10.4497 -7.4837 -0.2155
Cl: -2.4264 7.6480 5.8171
H: -2.5855 1.1775 6.2816
C: 6.4622 -0.8486 6.0232
Cl: -1.8089 -8.2662 1.3781
C: -0.0901 -2.3584 -14.0427
Cl: 5.0638 -1.6322 -12.8259
Cl: 4.3768 -7.8579 4.3641
H: -0.1621 0.3899 -0.4364
C: -6.4432 5.1674 0.1392
H: 1.9122 0.7926 6.2394
Cl: -12.1291 -5.1316 0.0169
C: 4.9596 -6.7535 3.1033
N: 0.8056 -1.6015 1.1926
Cl: 0.6768 -5.9537 -4.1013
C: 4.1500 -0.5163 -4.7946
C: 4.7058 -2.0356 2.0629
H: 1.9204 -2.4606 -2.3178
Cl: -5.2608 6.0938 -0.8036
Cl: 1.8189 4.6538 -10.4376
Cl: -5.8148 -0.9989 -0.9262
Cl: -0.8297 4.4792 12.1025
C: 2.4085 -5.6507 -3.8435
H: -4.6972 3.1725 4.2460
Cl: 9.9685 -5.3152 -10.0793
Cl: 2.6159 -4.5140 -2.4928
C: 2.9441 5.6177 12.8387
O: 0.2583 2.3722 7.1911
O: -2.4744 2.8947 1.7951
H: 5.8649 -1.6817 -3.5982
C: 5.7634 0.0926 -1.3159
Cl: 2.9318 4.7373 14.3807
P: 2.4730 -3.2139 -0.2986
Cl: -5.2268 6.9098 5.9857
C: -10.6245 -5.7768 -0.6703
Cl: 6.4136 -5.9120 3.6781
Cl: 3.4977 2.2981 -10.6269
C: -2.9372 2.5661 2.8932
Cl: -2.9939 2.8961 10.9992
Cl: 2.5939 6.4221 -7.5055
H: -3.1625 4.1720 4.3659
O: -2.3328 2.1085 6.4650
Cl: -9.2441 -4.8527 -0.0422
Cl: -0.2580 1.9480 10.8084
C: -11.1590 -0.5829 1.6692
Cl: 4.8628 -4.3498 -13.8187
Cl: -10.6739 -5.6374 -2.4390
C: 1.6058 -0.2631 3.2208
C: 5.1163 -0.8239 -3.6583
Cl: -0.7506 -3.3998 -15.3208
O: -0.8820 4.3036 -0.3549
Cl: 4.7977 -0.2330 5.9692
Cl: -6.0891 -0.6971 1.9463
C: 0.9579 5.8723 -7.0913
Cl: 4.7016 4.9350 -10.5535
H: 0.1905 1.4320 7.5046
N: 2.1864 1.1986 5.3337
H: 4.7929 -3.1388 1.8223
C: 1.1524 0.7146 4.3623
H: -2.9598 -1.1210 1.7640
N: -2.6890 1.3324 3.6264
Cl: -9.4908 -0.1301 1.2638
Cl: -7.4536 -2.8630 0.5718
H: 5.1890 -1.9112 3.0964
Cl: -0.2954 -1.5405 -8.3167
S: -1.5769 3.6792 -1.5165
C: 4.8375 -3.3316 -12.3631
C: 3.9613 1.0699 -2.9899
H: -2.6010 -0.2452 -0.8082
C: -7.2502 6.7115 10.4970
H: 3.8951 -0.5940 -0.2953
H: 3.5692 1.9422 -2.3807
Cl: 0.6957 -3.8804 -6.9210
H: -4.3104 0.2346 2.6534
C: 3.1845 -1.5255 2.1503
Cl: -3.6819 7.3258 8.4099
Cl: 2.3677 -2.5431 -8.8745
N: 4.9728 0.1459 -2.5911
O: 2.7183 -2.3410 -1.7453
Cl: -2.3806 -5.9434 3.0185
H: -1.6030 -1.6377 0.6903
Cl: -4.5680 -2.9142 0.8555
H: -0.5988 1.8648 0.5369
Cl: 3.1125 -4.9450 -5.3139
Cl: 11.2295 -4.9925 -12.6702
C: -1.3009 3.3884 10.7852
C: -0.9930 1.1714 -0.2747
C: -3.6263 6.7227 6.7402
Cl: 4.6114 6.0692 12.4282
Cl: 5.3501 -7.6784 1.6391
Cl: -11.8196 -1.6238 0.3905
H: 1.9741 2.2148 5.3919
H: 2.5404 1.2648 -4.9200
C: -1.3727 0.7512 3.4400
Cl: -8.0441 5.3037 -0.6184
C: -2.3112 0.3676 0.1244
P: -0.7766 2.4170 5.8437
Cl: 6.5606 -2.3871 5.1397
C: -0.2733 1.2085 4.4795
Cl: 3.2286 -7.1839 -3.4688
C: 3.3126 3.9910 -11.1301
Cl: 2.2787 4.5815 11.5614
Cl: 1.5751 -1.9002 -14.4542
Cl: 1.9530 7.0836 12.9865
Cl: 8.4369 -5.7514 -12.5010
C: -5.9818 -1.8698 0.6110
Cl: 0.9473 4.1027 -6.9420
C: -0.9451 -0.2153 2.3596
Cl: 3.2333 4.0766 -12.9018
Cl: 6.9429 -1.1107 7.7129
Cl: -6.7706 6.7085 8.7888
C: 5.6013 -1.0941 1.0940
C: -1.1812 1.8885 -1.7051
C: -2.2921 -6.5575 1.3534
Cl: -1.1203 4.2234 9.2322
C: -3.8706 3.6515 3.6246
Cl: -3.1747 5.0083 6.7465
Cl: -6.6546 8.1922 11.2755
H: -4.2332 4.4551 2.9127
O: 3.6348 -4.3682 0.0287
Cl: -5.9563 3.4601 0.1894
Cl: -11.1752 -1.4605 3.2127
H: 6.6671 -1.4987 1.1162
C: 3.3648 0.7481 -4.3514
C: 10.0339 -5.9243 -11.7462
Cl: -1.0963 -5.6165 0.4402
H: 5.6045 -0.0680 1.5962
Cl: -6.5529 5.2946 11.3095
Cl: -9.0211 6.6510 10.6170
Cl: -3.8863 -6.4041 0.5830
H: 6.8269 -0.2316 -1.5543
C: 0.5289 -0.7231 2.2578
H: -3.2131 1.0135 0.3604
Cl: -1.0870 -0.8969 -13.8959
C: -3.8207 0.3844 3.6813
Cl: -0.9180 4.5914 -3.2967
Cl: -0.1763 6.3665 -8.3671
Cl: 3.6970 -5.5619 2.7292
H: 5.7635 1.1163 -0.8015
H: -0.2133 1.7400 -2.3024
C: 2.1386 -2.0271 1.1470
Cl: -0.0977 -3.2367 -12.4986
Cl: 0.0416 -4.0431 -9.7420
N: 2.9761 -0.6125 3.2093
Cl: 6.1474 -3.8276 -11.2727
Cl: -12.1513 0.8823 1.8108
Cl: 10.5007 -7.6373 -11.7323
Cl: 0.4634 6.5972 -5.5481
H: 3.2397 -5.2582 0.1836
C: 0.7023 -3.0022 -8.4628
H: -2.0718 1.3781 -2.2106
Cl: -6.5165 5.8104 1.7940
O: -3.0479 3.9194 -1.3932
Cl: 3.2774 -3.5163 -11.5373
O: -0.6683 3.8224 5.2666
H: -4.6684 0.7466 4.3716
Cl: 7.5546 0.3339 5.2745
O: 1.1559 -3.9842 -0.5112

Atom charges from the Löwdin analysis, given in e for atoms 1 to 6: H 0.1100; H 0.1189; C -0.1547; H 0.0746; C -0.2009; Cl 0.5242



4.
A 7-piece molecular cluster, C41H32IO28P overall. Source: the Open Molecules 2025 dataset; level of theory: ωB97M-V/def2-TZVPD.

Calculated values
Structure (SMILES) ... C#CO[P@](=O)(O)O[C@H](I)CC.O=C1C=C(O)C(=O)C=C1O.O=C1C=C(O)C(=O)C=C1O.O=C1C=C(O)C(=O)C=C1O.O=C1C=C(O)C(=O)C=C1O.O=C1C=C(O)C(=O)C=C1O.O=C1C=C(O)C(=O)C=C1O
LUMO energy ... -1.9 eV
HOMO level ... -9.32 eV
HOMO-LUMO gap ... 7.44 eV

Positions of all 103 atoms, in Å:
O: 6.3713 8.0768 -2.2416
C: -0.3040 1.6163 1.2456
H: -0.9307 3.0626 -2.7566
C: 0.6187 0.5810 0.6871
H: 9.5173 4.5165 -2.3809
C: -4.6854 -7.8991 0.8861
O: -6.4289 -8.9686 -0.4269
H: 7.8087 2.0524 -2.4557
O: 3.9101 -0.0536 -1.9610
O: 0.6078 -5.0669 5.9170
O: 8.7893 1.0683 -0.2402
C: -6.8843 -2.0537 -3.0131
O: -0.5102 1.6560 2.4481
C: -4.4984 1.7972 -0.0530
C: 5.5633 -0.4190 -0.3247
H: -8.8251 -1.4383 -2.4255
C: -5.0178 2.3693 -1.2952
H: -7.6504 2.2224 -2.9445
C: 10.2635 3.8958 -0.3091
C: -6.2506 2.0712 -1.7167
H: 4.5215 1.2506 -3.5550
H: -5.3080 -1.0668 -2.8080
C: 0.2981 -3.7527 5.8351
H: 11.2514 4.0618 0.2356
O: -6.7474 2.5879 -2.8639
C: 0.2099 1.4209 -1.5602
O: -6.2523 -0.9296 -2.5945
H: 0.6530 -3.5783 3.7520
H: -0.7076 -1.1518 7.9570
C: 6.9794 8.1718 1.1910
H: 4.9160 -1.0953 0.2172
H: 0.8715 0.0012 2.4523
C: 5.0342 0.1758 -1.5537
C: -0.3637 -0.9817 5.8721
O: 1.2059 -0.2649 1.5637
C: 0.8529 0.4951 -0.6265
C: -0.4274 -1.6397 7.0332
C: 5.9227 1.0929 -2.3274
H: -4.2448 -3.6306 0.5895
H: 11.2822 4.8428 -2.0923
C: -0.6893 2.4701 -0.9978
C: 7.0822 9.1951 1.8611
O: -4.8436 -2.9346 -3.7616
C: -6.7006 -4.3490 -4.0694
C: 0.3582 -3.0947 4.6735
O: -8.6466 -5.6357 -4.3203
H: -1.5765 3.3090 0.7298
O: -1.2577 3.3347 -1.8768
C: -3.9979 -6.6593 1.2537
C: -5.5488 -5.3961 -0.1923
H: 1.5162 -0.2496 -1.0451
H: 7.3175 10.2326 2.2396
C: -8.2036 -2.2023 -2.8736
H: 9.4304 4.1572 0.4325
H: -7.2534 -0.1122 0.8330
H: -3.1658 -6.7389 1.9400
H: -7.0438 -6.5593 -1.2772
H: -5.9582 -9.6684 0.0673
C: -6.0419 -3.1152 -3.6354
C: 10.2659 4.8451 -1.5886
O: -8.2624 0.9206 -1.3454
O: -0.6477 0.3406 5.7934
O: 0.0500 -1.0407 3.5645
I: 11.5580 7.7337 -1.6815
O: 8.7102 6.7265 -2.0228
C: -8.8667 -3.4261 -3.3294
C: 9.8784 6.3749 -1.2374
H: 6.3986 7.3417 -2.9012
H: 9.6785 6.3944 -0.1178
H: -3.9652 0.6903 1.9277
C: -8.0198 -4.5004 -3.9272
O: -4.3621 -8.9844 1.3337
C: -0.9269 2.5557 0.3124
C: -0.1141 -3.0686 7.0970
C: 7.6756 0.8118 -0.6646
C: 7.1557 1.3878 -1.9058
H: 10.1253 2.8260 -0.6795
O: 5.4258 1.6139 -3.4734
H: -0.5317 0.5803 4.8511
O: -0.1745 -3.7065 8.1325
C: -5.8211 -7.8104 -0.0795
O: -5.8938 -4.3061 -0.6147
C: -6.6075 0.5642 0.2896
C: -6.2212 -6.6374 -0.5787
O: 8.3917 9.0801 -0.9509
O: -3.7705 -4.3312 1.0786
O: 0.3865 1.3647 -2.7661
O: 7.0528 7.1456 0.2274
O: -4.8661 0.3201 1.8435
C: -4.3960 -5.4872 0.7517
O: -10.0692 -3.5940 -3.2335
H: -4.3650 3.0335 -1.8462
H: 8.2055 -0.3009 1.3123
C: -7.1379 1.1548 -0.9412
C: 0.0221 -1.6731 4.6067
H: -9.5916 -5.4966 -4.1129
O: -3.3843 2.0558 0.3719
O: 7.3042 -0.6689 1.2275
H: -6.0759 -5.1186 -4.5027
C: -5.3747 0.8596 0.7082
P: 7.6903 7.7819 -1.2180
C: 6.7974 -0.1265 0.0948
H: 0.4850 -5.3055 6.8571

Atom charges from the Löwdin analysis, given in e for atoms 1 to 6: O -0.1182; C -0.2942; H 0.1150; C -0.2153; H 0.1069; C -0.3124